Entry 1:
A cluster of 2 separate species, C14H23BrO5S in total at a distorted geometry. Source: the Open Molecules 2025 dataset; level of theory: ωB97M-V/def2-TZVPD.

Atoms and positions in Å:
C  1.705  -2.293  0.949
C  2.207  -2.185  -0.589
C  1.000  -1.884  -1.627
C  0.273  -3.323  -1.860
C  -0.026  -0.777  -1.115
O  -1.351  -1.010  -1.729
C  -2.174  0.004  -1.106
O  -3.280  -0.135  -0.573
C  -1.246  1.301  -1.263
Br  -1.543  2.305  0.465
C  0.299  0.790  -1.421
C  0.701  1.151  -2.925
C  2.221  1.629  -3.140
C  3.164  1.509  -1.854
S  2.955  3.111  -0.881
H  1.624  -1.275  1.463
H  2.525  -2.892  1.493
H  0.711  -2.858  1.029
H  3.088  -1.471  -0.692
H  2.615  -3.233  -0.849
H  1.467  -1.531  -2.615
H  -0.593  -3.267  -2.594
H  -0.006  -3.710  -0.826
H  1.063  -4.006  -2.347
H  -0.318  -0.766  -0.002
H  -1.686  1.941  -2.092
H  0.788  1.327  -0.546
H  0.536  0.259  -3.639
H  0.033  1.987  -3.356
H  2.693  0.961  -3.953
H  2.215  2.727  -3.477
H  3.005  0.580  -1.219
H  4.257  1.515  -2.216
H  4.082  3.100  -0.045
O  -1.636  1.016  6.616
C  -2.379  1.028  5.678
O  -2.211  1.806  4.574
C  -3.157  1.370  3.607
C  -4.221  0.725  4.442
O  -3.502  0.264  5.577
H  -3.535  2.213  3.026
H  -2.670  0.663  2.930
H  -4.984  1.437  4.771
H  -4.709  -0.104  3.928

Output
Net charge   0
HOMO-LUMO gap   9.702 eV
SMILES   CC[C@@H](C)[C@@H]1OC(=O)[C@@H](Br)[C@@H]1CCCS.O=C1OCCO1
Energy above the lowest of the compared OMol25 structures with the same formula, charge and spin   177.8 kJ/mol

Atom charges from the natural (NBO) analysis, given in e for atoms 1 to 2: -0.64, -0.40


Entry 2:
A structure of composition C14H23F6MoN4O6S3. Source: the Open Molecules 2025 dataset; level of theory: ωB97M-V/def2-TZVPD.

Atoms and positions in Å:
Mo  0.114  0.256  0.103
O  -1.688  0.703  0.247
S  -3.044  1.506  0.561
C  -4.238  0.183  0.906
C  -4.952  -0.114  -0.410
C  -5.085  1.225  -1.125
C  -3.693  1.858  -1.103
H  -4.898  0.620  1.660
H  -3.687  -0.639  1.364
H  -5.922  -0.565  -0.204
H  -4.373  -0.821  -1.007
H  -5.806  1.869  -0.619
H  -5.413  1.119  -2.159
H  -3.656  2.934  -1.261
H  -3.003  1.353  -1.783
C  5.330  -0.433  1.660
N  4.099  -0.104  0.904
C  4.293  0.461  -0.440
C  2.944  -0.320  1.436
C  2.774  -0.892  2.798
O  1.858  -0.047  0.733
H  6.183  -0.171  1.043
H  5.360  -1.498  1.880
H  5.368  0.140  2.585
H  5.022  -0.154  -0.963
H  4.688  1.471  -0.338
H  3.362  0.474  -0.993
H  3.231  -1.884  2.842
H  1.720  -0.983  3.045
H  3.277  -0.274  3.543
F  1.667  -3.984  -1.737
C  1.707  -2.829  -1.143
F  2.034  -2.949  0.134
F  2.557  -2.011  -1.745
S  -0.037  -2.063  -1.264
O  -0.417  -1.764  0.178
O  0.233  -0.562  -1.676
N  -0.909  -2.795  -2.181
S  -1.451  -4.416  -1.818
O  -1.259  -5.193  -2.972
O  -0.936  -4.718  -0.529
C  -3.277  -4.013  -1.669
F  -3.585  -3.008  -2.478
F  -3.948  -5.088  -1.984
F  -3.518  -3.650  -0.414
C  1.062  2.877  2.333
C  0.923  3.194  0.886
N  0.581  2.351  -0.093
C  0.539  3.085  -1.275
C  0.866  4.366  -0.998
N  1.102  4.409  0.359
H  0.745  1.854  2.547
H  0.444  3.540  2.939
H  2.094  2.993  2.667
H  0.305  2.630  -2.223
H  0.958  5.234  -1.628
H  1.359  5.237  0.880

Output
Net charge   +3
HOMO-LUMO gap (alpha / beta)   7.362 / 7.362 eV
Energy above the lowest of the compared OMol25 structures with the same formula, charge and spin   22.0 kJ/mol

Atom charges from the natural (NBO) analysis, given in e for atoms 1 to 2: 1.78, -0.83


Entry 3:
A structure of composition C14H23N2OPSn at a distorted geometry. Source: the Open Molecules 2025 dataset; level of theory: ωB97M-V/def2-TZVPD.

Atoms and positions in Å:
C  0.480  3.245  -3.697
C  -0.814  2.800  -3.377
C  -1.010  1.862  -2.319
C  0.075  1.428  -1.534
C  1.375  1.834  -1.922
C  1.584  2.751  -2.982
C  -2.405  1.328  -2.109
C  -2.574  -0.183  -1.813
N  -2.705  -1.023  -2.969
Sn  -0.031  -0.253  -0.151
C  2.581  1.146  -1.296
P  2.195  -0.635  -1.029
H  -1.680  3.156  -3.947
H  2.609  3.039  -3.244
H  0.637  3.967  -4.513
H  2.822  1.556  -0.300
H  3.494  1.147  -1.915
H  -2.860  1.868  -1.262
H  -3.032  1.543  -2.988
H  -1.734  -0.700  -1.275
C  3.458  -1.473  -0.065
C  2.111  -1.363  -2.697
H  -3.431  -0.346  -1.133
C  -1.524  -1.119  -3.821
C  -3.236  -2.333  -2.610
H  0.256  -0.808  2.143
H  -1.831  -1.724  -4.683
H  -1.205  -0.121  -4.152
H  -0.646  -1.631  -3.362
H  -3.460  -2.857  -3.543
H  -2.552  -2.962  -2.000
H  -4.156  -2.171  -2.032
H  3.125  -1.330  -3.128
H  1.765  -2.407  -2.623
H  1.427  -0.808  -3.358
H  4.417  -1.402  -0.606
H  3.549  -1.013  0.933
H  3.170  -2.531  0.054
H  -0.498  -1.862  0.379
O  -0.056  0.050  4.772
C  0.070  0.143  3.608
N  0.240  0.192  2.388

Output
Net charge   0
HOMO-LUMO gap   5.144 eV
Energy above the lowest of the compared OMol25 structures with the same formula, charge and spin   0.0 kJ/mol

Atom charges from the natural (NBO) analysis, given in e for atoms 1 to 2: -0.23, -0.21


Entry 4:
A structure of composition C14H23N2PSeSn at a distorted geometry. Source: the Open Molecules 2025 dataset; level of theory: ωB97M-V/def2-TZVPD.

Atoms and positions in Å:
C  0.421  3.200  -3.518
C  -0.881  2.796  -3.224
C  -1.125  1.735  -2.335
C  -0.044  1.084  -1.717
C  1.267  1.528  -1.975
C  1.486  2.597  -2.853
C  -2.579  1.393  -2.124
C  -3.023  -0.060  -1.879
N  -2.449  -1.097  -2.696
Sn  -0.346  -0.684  -0.451
C  2.489  0.895  -1.350
P  2.229  -0.901  -1.024
H  -1.736  3.291  -3.698
H  2.508  2.939  -3.021
H  0.597  3.985  -4.257
H  2.739  1.367  -0.383
H  3.387  0.982  -1.989
H  -2.980  1.962  -1.263
H  -3.158  1.748  -2.994
H  -2.892  -0.341  -0.813
C  3.665  -1.425  -0.050
C  2.411  -1.598  -2.700
H  -4.126  -0.097  -2.009
C  -1.564  -0.877  -3.818
C  -3.186  -2.345  -2.700
H  1.741  -0.688  2.864
H  -1.760  -1.663  -4.568
H  -1.660  0.121  -4.276
H  -0.515  -1.006  -3.497
H  -3.254  -2.757  -3.716
H  -2.671  -3.083  -2.072
H  -4.196  -2.201  -2.276
H  3.456  -1.544  -3.032
H  2.104  -2.650  -2.678
H  1.788  -1.069  -3.430
H  4.600  -1.320  -0.616
H  3.740  -0.827  0.869
H  3.535  -2.477  0.232
H  -0.601  -2.219  -1.294
Se  -0.673  1.151  5.287
C  0.307  0.356  4.098
N  0.947  -0.200  3.252

Output
Net charge   0
HOMO-LUMO gap   6.884 eV

Atom charges from the natural (NBO) analysis, given in e for atoms 1 to 2: -0.21, -0.21